No. 1
DFT (ωB97M-V with the def2-TZVPD basis set) results for a 6-piece molecular cluster, C29H53IN6O3 overall.

```
! wB97M-V def2-TZVPD RIJCOSX def2/J DEFGRID3
* xyz 0 1
C 3.82826 0.86685 1.90044
C 3.50559 2.33458 2.20058
C 3.48371 3.23049 0.95824
C 2.33629 2.94919 -0.03784
C 1.00645 2.48498 0.57711
C 0.33481 3.62265 1.35098
C -0.88280 3.27654 2.25539
C -1.38428 1.82595 2.27280
C -0.72355 0.95446 3.34951
C -1.04642 -0.54426 3.19709
C 0.09821 -1.41158 2.66311
C -0.23952 -2.91328 2.66527
C -0.78728 -3.47350 1.34074
C 0.26577 -3.94146 0.32411
C 0.96363 -2.86211 -0.48966
O 1.08080 -3.35915 -1.83947
C 1.47210 -2.45995 -2.73494
O 2.11305 -1.43053 -2.50319
N 1.06930 -2.86019 -4.03775
O -0.33005 -3.00152 -4.15440
C 1.78516 -2.26386 -5.15235
I 1.31233 -3.39823 -6.90960
C 1.66485 -0.77001 -5.45005
C 0.25458 -0.18484 -5.43246
H 4.02083 0.30960 2.81976
H 3.00837 0.36195 1.37014
H 4.71827 0.79650 1.26238
H 4.26963 2.72546 2.88695
H 2.55034 2.39832 2.74142
H 4.44123 3.07402 0.43660
H 3.45842 4.28411 1.25615
H 2.12133 3.88682 -0.57760
H 2.66525 2.21998 -0.78103
H 0.35423 2.15946 -0.24909
H 1.14516 1.60227 1.20970
H 0.03462 4.38159 0.61265
H 1.09219 4.11697 1.97099
H -0.62278 3.53030 3.29501
H -1.71322 3.94454 1.99669
H -2.46463 1.83944 2.48485
H -1.27845 1.35469 1.28991
H -1.07616 1.31883 4.32527
H 0.36475 1.10146 3.33643
H -1.89798 -0.63697 2.50822
H -1.37260 -0.96822 4.15839
H 0.33630 -1.06977 1.64951
H 0.98707 -1.21594 3.27809
H 0.63973 -3.50747 2.95252
H -0.98639 -3.08440 3.45437
H -1.43855 -2.72037 0.87213
H -1.42847 -4.33568 1.57182
H -0.18629 -4.64556 -0.38166
H 1.02889 -4.49403 0.89000
H 0.39358 -1.92196 -0.51541
H 1.96828 -2.63295 -0.10674
H -0.74527 -2.21688 -3.76417
H 2.83407 -2.51794 -4.95494
H 2.30396 -0.25742 -4.72070
H 2.10955 -0.59298 -6.43842
H 0.20760 0.70536 -6.06923
H -0.48560 -0.89259 -5.80734
H -0.03520 0.11805 -4.41608
C -1.24294 7.72543 1.05318
C 0.00368 7.24076 1.62653
N 0.98620 6.85830 2.07338
H -1.63310 6.99406 0.34767
H -1.97680 7.88265 1.84086
H -1.07224 8.66591 0.53351
C 2.25361 -1.84386 7.07299
C 2.37742 -0.93959 5.93934
N 2.46540 -0.24138 5.03509
H 1.87180 -1.30420 7.93703
H 1.56652 -2.65117 6.82683
H 3.22602 -2.26569 7.31801
C -4.08839 -2.15997 -5.60460
C -3.24773 -1.61128 -4.55825
N -2.57271 -1.18124 -3.73704
H -3.79712 -3.18296 -5.83555
H -5.13002 -2.15139 -5.28842
H -3.97359 -1.54255 -6.49354
C -4.34175 -5.42678 2.41378
C -3.56120 -5.34615 3.63995
N -2.93326 -5.27140 4.59529
H -3.98939 -6.25670 1.80470
H -5.39225 -5.58068 2.65109
H -4.23512 -4.50276 1.84876
C -2.18369 2.53087 -5.59911
C -2.65443 1.41753 -6.40697
N -3.03553 0.52548 -7.01540
H -1.60558 2.14707 -4.76007
H -1.55465 3.18494 -6.19952
H -3.03222 3.09693 -5.22076
*
```

Properties
highest occupied orbital energy: -9.0 eV
SMILES: CCCCCCCCCCCCCCCOC(=O)N(O)[C@@H](I)CC.CC#N.CC#N.CC#N.CC#N.CC#N
frontier orbital gap: 9.44 eV


No. 2
DFT (ωB97M-V with the def2-TZVPD basis set) results for C26H26AsHgN2O2 as an isolated structure.

```
! wB97M-V def2-TZVPD RIJCOSX def2/J DEFGRID3
* xyz 0 2
Hg 2.92668 -1.00932 -2.94814
C 4.60150 -0.88923 0.60469
O 3.49011 -0.04162 0.34618
C 3.75924 1.23115 0.01006
C 5.05113 1.72315 -0.16124
C 5.24961 3.04161 -0.53876
C 4.17447 3.89547 -0.75047
C 2.89210 3.42242 -0.57014
C 2.65693 2.10078 -0.17316
N 1.38537 1.56296 0.02524
N 0.45787 2.43459 0.14678
C -0.79025 2.19333 -0.19104
C -1.13380 1.11792 -1.15294
O -0.26874 0.40814 -1.64840
C -2.55272 0.96391 -1.48860
C -3.48502 1.76404 -0.95906
C -3.17035 2.83028 -0.02020
C -4.18156 3.62999 0.51362
C -3.88248 4.64113 1.40603
C -2.55886 4.86432 1.77872
C -1.54638 4.07831 1.26333
C -1.83715 3.05428 0.35665
H 5.16448 -0.53660 1.47162
H 5.26027 -0.95337 -0.26372
H 4.18287 -1.86996 0.79863
H 5.90539 1.08272 -0.00539
H 6.26142 3.40244 -0.67362
H 4.34183 4.91946 -1.05480
H 2.03822 4.06792 -0.72741
H -2.79534 0.17856 -2.19257
H -4.52803 1.63572 -1.22901
H -5.20819 3.44728 0.21785
H -4.67354 5.25672 1.81368
H -2.31980 5.65684 2.47582
H -0.51769 4.24942 1.55064
C 1.05937 -4.70887 0.75167
As 1.40210 -2.91406 0.03411
C 0.55101 -1.90773 1.48010
C -0.03722 -2.87739 -1.33424
C -1.40726 -3.21736 -0.84230
C -1.90450 -4.51842 -0.91463
C -3.16904 -4.83054 -0.43401
C -3.96603 -3.84407 0.12997
C -3.48527 -2.54330 0.20822
C -2.22000 -2.23622 -0.27183
H 0.01031 -4.84176 1.01834
H 1.67542 -4.84963 1.64029
H 1.34429 -5.45957 0.01445
H -0.45090 -2.27614 1.69833
H 0.51216 -0.85276 1.20637
H 1.17519 -2.00738 2.36882
H 0.29124 -3.58058 -2.10188
H -0.00681 -1.87593 -1.76120
H -1.29235 -5.29378 -1.36229
H -3.53428 -5.84767 -0.50516
H -4.95276 -4.08613 0.50420
H -4.09742 -1.76377 0.64581
H -1.84684 -1.22171 -0.20406
*
```

Properties
highest occupied orbital energy (spin up / spin down): -7.6 / -7.9 eV
frontier orbital gap (spin up / spin down): 6.83 / 6.17 eV
⟨S²⟩: 0.805


No. 3
DFT (ωB97M-V with the def2-TZVPD basis set) results for a 3-piece molecular cluster, CH3N2O4 overall.

```
! wB97M-V def2-TZVPD RIJCOSX def2/J DEFGRID3
* xyz -1 1
C 0.58300 0.67861 -0.85921
N -0.47028 1.08002 -0.00019
N -1.31259 0.24085 0.43028
O -2.43545 0.59417 0.23948
O -1.02191 -0.65299 1.22562
O 0.63244 -0.69203 -1.19869
O 1.27834 1.48277 -1.43075
H 1.29210 -0.49650 0.81687
H -0.02672 -1.28099 -0.75484
H 1.48108 -0.95391 1.53143
*
```

Properties
highest occupied orbital energy: -4.5 eV
relative energy (zero: lowest compared OMol25 entry of this formula, charge and spin): 2.127 eV
frontier orbital gap: 8.66 eV


No. 4
DFT (ωB97M-V with the def2-TZVPD basis set) results for C8H8CoN6S3Sb as an isolated structure.

```
! wB97M-V def2-TZVPD RIJCOSX def2/J DEFGRID3
* xyz 1 6
Co -0.24022 -0.03992 -0.06840
S -3.49517 -1.96284 1.06791
Sb -3.39054 -0.44932 -0.71473
S -1.20402 -1.32096 -1.55802
S -1.96057 1.17873 0.52989
N -0.06190 -2.30193 2.49049
C 1.08176 -1.67170 2.25620
N 2.12531 -1.95145 3.02078
C 3.26516 -1.31539 2.76516
N 4.32869 -1.54874 3.51619
N 3.40770 -0.42293 1.75905
C 2.34469 -0.18914 1.03784
N 1.13957 -0.76591 1.23348
C 2.46560 0.77315 -0.06915
C 3.68920 1.36490 -0.35918
C 3.76922 2.27092 -1.40293
C 2.61930 2.55635 -2.12407
C 1.43465 1.92473 -1.77881
N 1.35578 1.05142 -0.77705
H -0.10108 -2.96980 3.24372
H -0.90193 -2.11669 1.95925
H 4.27250 -2.19506 4.28420
H 5.18765 -1.07185 3.30146
H 4.54117 1.09666 0.24353
H 4.70835 2.74442 -1.64502
H 2.63537 3.25752 -2.94236
H 0.52031 2.12776 -2.32053
*
```

Properties
highest occupied orbital energy (spin up / spin down): -12.2 / -12.2 eV
frontier orbital gap (spin up / spin down): 8.49 / 6.08 eV
⟨S²⟩: 8.787


No. 5
DFT (ωB97M-V with the def2-TZVPD basis set) results for a 2-piece molecular cluster, C4H9N overall.

```
! wB97M-V def2-TZVPD RIJCOSX def2/J DEFGRID3
* xyz -1 2
C -2.98738 1.68492 1.49042
N -4.11275 1.51397 0.87229
H -2.35542 2.57327 1.42902
H -2.65284 1.13059 2.37804
H -4.48397 0.64615 1.27029
C 1.36659 -0.65081 0.19512
C 1.81839 -1.39483 -1.00689
C 2.56083 -0.88370 -2.00343
H 2.19396 -0.13105 0.69462
H 0.81420 0.24006 -0.18010
H 0.77604 -1.13823 0.96378
H 1.61528 -2.44363 -1.21710
H 2.49064 -1.27498 -3.00829
H 2.95642 0.12829 -1.87776
*
```

Properties
highest occupied orbital energy (spin up / spin down): 1.2 / -5.4 eV
relative energy (zero: lowest compared OMol25 entry of this formula, charge and spin): 1.676 eV
frontier orbital gap (spin up / spin down): 2.74 / 9.14 eV
⟨S²⟩: 0.752


No. 6
DFT (ωB97M-V with the def2-TZVPD basis set) results for one molecule with the formula C4H2N2O.

```
! wB97M-V def2-TZVPD RIJCOSX def2/J DEFGRID3
* xyz 0 1
C 0.21962 1.12387 -0.52140
C -0.84624 0.25913 -0.75813
C 2.07365 0.01559 0.87192
C -0.39197 -1.54813 0.78758
N 1.25875 0.63236 0.30086
N -0.90492 -0.95755 -0.10105
O -0.04132 -2.26634 1.61595
H 0.34886 2.26464 -0.79923
H -1.71643 0.47642 -1.39650
*
```

Properties
highest occupied orbital energy: -9.6 eV
relative energy (zero: lowest compared OMol25 entry of this formula, charge and spin): 1.085 eV
frontier orbital gap: 9.73 eV


No. 7
DFT (ωB97M-V with the def2-TZVPD basis set) results for a 2-piece molecular cluster, C2H3N2O2 overall.

```
! wB97M-V def2-TZVPD RIJCOSX def2/J DEFGRID3
* xyz -1 1
C -0.28444 -2.11648 -1.56503
C 0.26682 1.76026 1.01741
N -0.72791 -1.90599 -2.59571
N 0.07599 0.49767 0.65830
O -0.17181 -0.43870 1.43333
O 0.15449 0.25783 -0.58587
H 0.32837 -2.47893 -0.77362
H -0.16167 2.50119 0.38454
H 0.52015 1.92315 2.02665
*
```

Properties
highest occupied orbital energy: -2.8 eV
relative energy (zero: lowest compared OMol25 entry of this formula, charge and spin): 3.194 eV
frontier orbital gap: 7.22 eV


No. 8
DFT (ωB97M-V with the def2-TZVPD basis set) results for C36H37FN8Pt as an isolated structure.

```
! wB97M-V def2-TZVPD RIJCOSX def2/J DEFGRID3
* xyz 0 1
Pt 0.43736 -0.15697 0.18837
N -1.90905 1.74158 3.24188
C -2.21167 2.65843 2.26307
C -1.43397 2.34637 1.19151
N -0.66267 1.26212 1.47042
C -0.96614 0.89132 2.72125
C -0.36496 -0.19977 3.38399
N 0.52855 -0.99771 2.80406
C 0.90341 -1.89683 3.73868
C 0.23938 -1.66846 4.90996
N -0.56410 -0.57796 4.68853
H -2.37565 1.65697 4.12657
H -2.94421 3.42676 2.40562
H -1.38419 2.84767 0.24295
H 1.62837 -2.65562 3.51596
H 0.28866 -2.15231 5.86385
H -1.20146 -0.17824 5.35481
N -4.86145 -4.82336 1.36494
C -6.19203 -5.10743 1.49620
C -6.87172 -6.25627 1.85402
C -8.25229 -6.17254 1.91512
C -8.92204 -4.97935 1.64273
C -8.25018 -3.82697 1.28725
C -6.86132 -3.88801 1.20241
N -5.95713 -2.92169 0.89538
C -4.76530 -3.48948 0.99937
C -3.53314 -2.81888 0.79912
C -2.26726 -3.38189 1.10618
C -1.12767 -2.64920 0.93304
N -1.13445 -1.38515 0.46129
C -2.33380 -0.85491 0.11393
C -3.52032 -1.50162 0.27565
H -4.09756 -5.47120 1.45133
H -6.34902 -7.17460 2.08482
H -8.82054 -7.04677 2.19814
H -9.99906 -4.96081 1.72728
H -8.76784 -2.90133 1.09039
H -2.19528 -4.38344 1.50654
H -0.15852 -3.06020 1.18172
H -2.30868 0.14629 -0.30148
H -4.45998 -1.04113 0.01307
F 2.76571 -4.23833 -3.81055
C 2.25547 -3.35335 -2.91685
C 0.91748 -3.01646 -2.98527
C 0.41220 -2.10526 -2.07181
C 1.22100 -1.51768 -1.09259
C 2.56024 -1.90440 -1.05378
C 3.08665 -2.82179 -1.94955
H 0.28549 -3.47265 -3.73269
H -0.64245 -1.86075 -2.13027
H 3.21158 -1.49082 -0.29565
H 4.11863 -3.13960 -1.90013
C 3.77593 2.96337 -4.58245
C 2.69643 2.24130 -3.83049
C 1.61771 1.67305 -4.49707
C 0.57122 1.12035 -3.76527
C -0.61584 0.51178 -4.45039
C 0.64397 1.11440 -2.38823
C 1.80839 1.51009 -1.67077
C 2.79699 2.14516 -2.45485
N 1.86430 1.18986 -0.35586
C 2.80233 1.72244 0.63289
C 4.21911 2.13631 0.19401
C 3.01906 0.64502 1.70848
C 2.14349 2.95853 1.27829
H 3.57821 2.96609 -5.65162
H 4.74495 2.50115 -4.40025
H 3.83683 3.99593 -4.23934
H 1.57971 1.69360 -5.57677
H -0.66375 0.79639 -5.49917
H -1.54147 0.80525 -3.95940
H -0.53426 -0.57444 -4.39722
H -0.22566 0.78712 -1.82308
H 3.68394 2.54970 -2.01228
H 4.67207 1.38984 -0.45313
H 4.82316 2.20582 1.09773
H 4.25074 3.11438 -0.27919
H 3.80186 -0.04167 1.39203
H 2.09940 0.07946 1.86573
H 3.32140 1.10169 2.64964
H 1.90029 3.69318 0.51410
H 2.81873 3.41331 1.99969
H 1.23256 2.67097 1.79104
*
```

Properties
highest occupied orbital energy: -5.5 eV
relative energy (zero: lowest compared OMol25 entry of this formula, charge and spin): 1.275 eV
frontier orbital gap: 4.68 eV


No. 9
DFT (ωB97M-V with the def2-TZVPD basis set) results for a 2-piece molecular cluster, C5H11O2 overall.

```
! wB97M-V def2-TZVPD RIJCOSX def2/J DEFGRID3
* xyz -1 1
C 2.18618 1.53552 -1.11217
C 2.38948 0.82771 0.27023
O 2.57818 -0.39876 0.19863
O 2.33890 1.50934 1.26429
H 2.69632 2.46904 -1.08660
H 1.11470 1.67496 -1.17992
H 2.57262 0.83830 -1.86736
C -1.25593 -0.13893 0.10117
C -2.56367 -0.36479 0.93980
C -0.47843 -1.69638 -0.07352
H -1.43803 0.18429 -0.90246
H -0.61701 0.63078 0.49590
H -2.48040 -0.63470 1.95577
H -3.18729 -1.10102 0.45167
H -0.98344 -2.47295 -0.67460
H 0.51335 -1.49595 -0.54016
H -3.14384 0.58554 0.83652
H -0.24170 -1.95199 0.92282
*
```

Properties
highest occupied orbital energy: -3.8 eV
relative energy (zero: lowest compared OMol25 entry of this formula, charge and spin): 1.039 eV
frontier orbital gap: 7.58 eV


No. 10
DFT (ωB97M-V with the def2-TZVPD basis set) results for one molecule with the formula H5N2OPS2.

```
! wB97M-V def2-TZVPD RIJCOSX def2/J DEFGRID3
* xyz 0 1
N -1.67491 0.46533 -0.84047
N -0.98641 -0.43839 -0.07242
P 0.53819 -0.02967 0.61527
O 1.09362 1.10417 -0.45038
S 0.68758 0.61627 2.43130
S 1.66989 -1.65308 -0.02963
H -1.72321 1.38916 -0.30741
H -1.20154 0.60525 -1.64197
H -1.64135 -0.83328 0.56247
H 0.94943 0.73282 -1.34941
H 2.28870 -1.95858 1.08265
*
```

Properties
highest occupied orbital energy: -9.1 eV
SMILES: NN[P@@](O)(=S)S
relative energy (zero: lowest compared OMol25 entry of this formula, charge and spin): 0.091 eV
frontier orbital gap: 9.49 eV


No. 11
DFT (ωB97M-V with the def2-TZVPD basis set) results for a 2-piece molecular cluster, C5H11O2 overall.

```
! wB97M-V def2-TZVPD RIJCOSX def2/J DEFGRID3
* xyz -1 1
C 2.57342 -0.69018 0.67172
C 1.62676 -1.13009 1.79842
O 1.88334 -0.64969 2.92381
O 0.57024 -1.73289 1.48267
H 2.17397 -0.75815 -0.34416
H 3.47808 -1.30213 0.70340
H 2.83060 0.35846 0.83231
C -1.98532 0.70200 -1.01350
C -0.68546 1.48974 -1.14028
C -1.75265 -0.47580 -0.08399
H -2.73166 1.36880 -0.57168
H -2.32002 0.35373 -1.99170
H 0.21685 0.93390 -1.36640
H -0.38364 2.06819 -0.27401
H -0.93372 -1.09931 -0.46528
H -1.24123 -0.33804 0.87387
H -0.77039 2.12337 -2.02925
H -2.54917 -1.22193 -0.00595
*
```

Properties
highest occupied orbital energy: -3.8 eV
relative energy (zero: lowest compared OMol25 entry of this formula, charge and spin): 0.568 eV
frontier orbital gap: 7.61 eV


No. 12
DFT (ωB97M-V with the def2-TZVPD basis set) results for an isolated ion of composition C3H3O5S and charge -1.

```
! wB97M-V def2-TZVPD RIJCOSX def2/J DEFGRID3
* xyz -1 1
O 1.91180 0.48570 -3.24839
C 1.42598 -0.02105 -2.26384
O 1.24201 0.74655 -1.22843
C 0.18441 0.45058 -0.25321
C -0.70444 -0.71143 -0.67606
S 0.45082 -1.97981 -0.88444
O -0.04393 -3.20717 -1.34714
O 1.45381 -2.19068 0.14608
O 1.22580 -1.27943 -2.18509
H -0.38104 1.46139 -0.19218
H 0.64845 0.13897 0.66076
H -1.23112 -1.01795 0.12353
*
```

Properties
highest occupied orbital energy: -3.9 eV
SMILES: O=C1OCC=[S@](=O)([O-])O1
relative energy (zero: lowest compared OMol25 entry of this formula, charge and spin): 1.597 eV
frontier orbital gap: 7.75 eV